Here is a cluster of 7 separate species, C17H36Cl6O5 in total from OMol25. Energies are from ωB97M-V/def2-TZVPD.

Structure (XYZ):
```
64
Properties=species:S:1:pos:R:3:nbo_charge:R:1
C 4.399 27.396 18.064 -0.427
C 4.775 27.504 19.537 -0.440
C 5.778 26.331 19.733 -0.072
O 6.021 25.796 18.434 -0.540
C 5.639 26.753 17.466 -0.079
H 4.107 28.313 17.547 0.221
H 3.572 26.699 17.904 0.198
H 3.837 27.447 20.087 0.212
H 5.256 28.463 19.732 0.206
H 5.324 25.612 20.409 0.183
H 6.697 26.731 20.158 0.171
H 5.455 26.254 16.514 0.219
H 6.433 27.495 17.312 0.149
C 2.396 24.266 16.817 -0.441
C 1.690 24.811 15.597 -0.447
C 2.836 25.335 14.715 -0.066
O 3.936 25.518 15.582 -0.559
C 3.895 24.460 16.537 -0.093
H 2.179 23.224 17.069 0.216
H 2.164 24.756 17.766 0.208
H 1.003 25.616 15.878 0.211
H 0.992 24.149 15.081 0.218
H 2.634 26.277 14.203 0.193
H 3.089 24.663 13.882 0.165
H 4.504 24.754 17.389 0.227
H 4.334 23.548 16.114 0.166
C 5.775 22.367 12.117 -0.439
C 6.390 21.023 11.764 -0.430
C 7.087 20.652 13.081 -0.064
O 7.347 21.850 13.786 -0.539
C 6.767 22.973 13.097 -0.058
H 4.799 22.255 12.597 0.199
H 5.586 22.997 11.245 0.225
H 7.136 21.155 10.977 0.200
H 5.641 20.300 11.449 0.216
H 7.971 20.038 12.905 0.178
H 6.385 20.055 13.678 0.159
H 7.574 23.529 12.625 0.175
H 6.263 23.625 13.811 0.173
Cl 8.580 30.358 11.779 -0.034
C 6.863 30.160 11.403 -0.386
Cl 5.876 31.160 12.500 -0.034
H 6.699 30.494 10.387 0.223
H 6.609 29.118 11.551 0.230
Cl 7.993 26.248 12.939 -0.012
C 6.521 26.676 13.825 -0.396
Cl 5.135 27.027 12.757 -0.056
H 6.268 25.874 14.513 0.238
H 6.653 27.535 14.479 0.231
Cl 3.157 24.225 10.084 -0.030
C 3.166 25.983 9.835 -0.379
Cl 4.531 26.454 8.789 -0.032
H 2.237 26.216 9.331 0.223
H 3.277 26.505 10.776 0.223
O 9.536 27.103 16.347 -0.737
C 10.080 28.261 15.728 -0.096
C 8.936 29.159 15.287 -0.077
O 8.107 29.501 16.370 -0.719
H 10.262 26.601 16.724 0.479
H 10.599 28.850 16.505 0.155
H 10.846 28.072 14.973 0.176
H 8.407 28.542 14.544 0.151
H 9.350 30.065 14.853 0.191
H 8.103 28.752 16.979 0.476
```

The value obtained for the HOMO-LUMO gap is 9.8 eV. Its total charge is 0. The value obtained for the lowest unoccupied orbital energy is 0.51 eV. Its structure (SMILES) is C1CCOC1.C1CCOC1.C1CCOC1.ClCCl.ClCCl.ClCCl.OCCO.

---

Here is an isolated molecule of C10H15N3 from OMol25. Energies are from ωB97M-V/def2-TZVPD.

Structure (XYZ):
```
28
Properties=species:S:1:pos:R:3:nbo_charge:R:1
H -4.987 -0.512 -1.175 0.342
N -3.984 -0.359 -1.161 -0.750
C -3.483 -0.297 0.005 0.452
C -4.223 -0.396 1.322 -0.680
N -2.140 -0.147 0.134 -0.604
C -1.315 0.116 -1.032 -0.237
C 0.079 0.456 -0.593 -0.024
C 0.423 1.771 -0.306 -0.215
C 1.692 2.074 0.154 -0.199
C 2.624 1.069 0.337 -0.250
C 2.303 -0.252 0.050 0.061
C 3.321 -1.358 0.237 -0.257
N 4.654 -1.085 -0.273 -0.817
C 1.027 -0.543 -0.414 -0.243
H -3.707 -1.074 1.999 0.223
H -4.277 0.587 1.789 0.225
H -5.236 -0.759 1.163 0.224
H -1.770 0.132 1.028 0.392
H -1.758 0.933 -1.613 0.209
H -1.328 -0.779 -1.661 0.212
H -0.305 2.557 -0.447 0.212
H 1.955 3.099 0.374 0.213
H 3.608 1.319 0.708 0.203
H 3.419 -1.578 1.306 0.199
H 2.962 -2.265 -0.258 0.195
H 5.074 -0.305 0.221 0.349
H 4.608 -0.838 -1.256 0.354
H 0.763 -1.566 -0.640 0.210
```

The value obtained for the HOMO-LUMO gap is 9.6 eV. Its total charge is 0. The value obtained for the lowest unoccupied orbital energy is 0.82 eV. Its structure (SMILES) is [H]/N=C(\C)NCc1cccc(CN)c1.

---

Here is the ion C3H8NO4P with charge -2 from OMol25. Energies are from ωB97M-V/def2-TZVPD.

Structure (XYZ):
```
17
Properties=species:S:1:pos:R:3:nbo_charge:R:1
C -1.295 1.291 -0.254 -0.269
O -0.634 0.091 -0.675 -0.618
C 0.546 -0.181 0.074 0.248
C 1.183 -1.363 -0.682 -0.630
N 0.173 -0.523 1.434 -1.006
P 1.097 0.529 2.650 2.452
O 0.474 1.883 2.427 -1.273
O 2.559 0.386 2.196 -1.282
O 0.834 -0.044 4.038 -1.265
H -2.548 1.235 -0.444 0.121
H -0.871 2.243 -0.828 0.135
H -1.195 1.445 0.850 0.267
H 0.972 0.878 -0.036 0.190
H 0.491 -2.117 -0.679 0.188
H 2.081 -1.628 -0.215 0.217
H 1.422 -1.123 -1.684 0.177
H 0.400 -1.511 1.678 0.349
```

The value obtained for the HOMO-LUMO gap is 5.6 eV. Its total charge is -2. The value obtained for the lowest unoccupied orbital energy is 6.38 eV. Its structure (SMILES) is CO[C@H](C)NP(=O)([O-])[O-].

---

Here is a cluster of 3 separate species, H6O3 in total from OMol25. Energies are from ωB97M-V/def2-TZVPD.

Structure (XYZ):
```
9
Properties=species:S:1:pos:R:3:nbo_charge:R:1
O -23.533 6.054 -21.615 -0.967
H -24.214 5.446 -21.316 0.461
H -23.230 5.684 -22.470 0.492
O -21.682 3.087 -26.105 -0.940
H -22.233 2.340 -26.371 0.479
H -22.147 3.868 -26.435 0.474
O -22.635 4.463 -23.682 -0.975
H -21.826 4.222 -23.215 0.483
H -22.621 3.926 -24.490 0.493
```

The value obtained for the HOMO-LUMO gap is 11.1 eV. Its total charge is 0. The value obtained for the lowest unoccupied orbital energy is 0.42 eV. Its structure (SMILES) is O.O.O.

---

Here is a cluster of 11 separate species, H22O11 in total from OMol25. Energies are from ωB97M-V/def2-TZVPD.

Structure (XYZ):
```
33
Properties=species:S:1:pos:R:3:nbo_charge:R:1
O -0.680 -0.289 -0.275 -0.941
H -0.714 0.358 0.439 0.473
H -0.983 -1.106 0.135 0.466
O 1.689 -0.283 0.361 -0.915
H 2.387 -0.410 -0.291 0.449
H 1.415 -1.178 0.589 0.465
O 0.866 4.829 -1.133 -0.950
H 1.355 4.204 -0.586 0.480
H 1.363 5.650 -1.053 0.468
O -1.886 0.005 2.058 -0.914
H -2.179 0.664 2.697 0.481
H -0.962 -0.146 2.284 0.442
O -0.855 -3.359 -3.517 -0.947
H -0.863 -4.226 -3.096 0.480
H 0.012 -3.000 -3.299 0.480
O -2.596 0.294 0.049 -0.928
H -2.223 1.127 -0.260 0.454
H -3.381 0.172 -0.496 0.468
O 0.743 -1.822 3.461 -0.913
H 0.038 -1.173 3.353 0.452
H 0.566 -2.477 2.777 0.463
O -0.197 -3.978 -1.194 -0.954
H -0.760 -3.295 -1.575 0.481
H 0.484 -3.485 -0.723 0.461
O 1.585 -1.386 -2.462 -0.942
H 0.946 -1.308 -1.745 0.482
H 2.322 -0.832 -2.181 0.459
O 1.205 1.925 -0.197 -0.940
H 0.262 2.017 -0.376 0.460
H 1.483 1.203 -0.772 0.480
O -0.061 3.999 2.653 -0.930
H -0.761 3.340 2.581 0.458
H 0.381 3.966 1.797 0.473
```

The value obtained for the HOMO-LUMO gap is 9.1 eV. Its total charge is 0. The value obtained for the lowest unoccupied orbital energy is -0.50 eV. Its structure (SMILES) is O.O.O.O.O.O.O.O.O.O.O.

---

Here is a cluster of 2 separate species, C5H11N2O in total from OMol25. Energies are from ωB97M-V/def2-TZVPD.

Structure (XYZ):
```
19
Properties=species:S:1:pos:R:3:nbo_charge:R:1
C 3.020 0.541 -0.076 0.251
C -0.031 -1.768 -0.267 0.436
C -1.813 -0.134 0.169 -0.619
C 0.184 0.652 -1.081 -0.597
C -0.257 -0.315 0.053 -0.016
N 4.049 0.343 -0.602 -0.621
N 0.489 -0.180 1.298 -0.762
O 0.662 -2.435 0.504 -0.517
H -0.424 -2.109 -1.333 0.190
H -1.996 0.957 0.562 0.243
H -2.214 -0.808 0.979 0.228
H -2.383 -0.350 -0.735 0.257
H 0.735 1.356 -0.552 0.228
H 0.850 0.192 -1.847 0.239
H -0.610 1.103 -1.562 0.238
H 4.957 0.525 -0.829 0.451
H 0.459 -1.194 1.627 0.465
H 0.214 0.372 2.119 0.443
H 1.447 0.212 1.047 0.462
```

The value obtained for the HOMO-LUMO gap is 11.5 eV. Its total charge is +1. The value obtained for the lowest unoccupied orbital energy is -3.39 eV.

---

Here is a cluster of 2 separate species, C21H30ClFN4OS in total from OMol25. Energies are from ωB97M-V/def2-TZVPD.

Structure (XYZ):
```
59
Properties=species:S:1:pos:R:3:nbo_charge:R:1
C -2.841 -3.414 1.190 -0.608
C -2.811 -3.037 -0.326 -0.450
C -1.376 -2.700 -0.734 0.086
C -0.502 -3.781 -0.937 -0.055
C -0.896 -5.245 -0.777 -0.246
N -1.803 -5.765 -1.831 -0.814
C 0.805 -3.502 -1.297 -0.202
C 1.239 -2.208 -1.426 -0.203
C 0.420 -1.113 -1.215 0.157
C -0.912 -1.389 -0.888 -0.072
C -1.912 -0.256 -0.684 -0.426
C -1.774 0.269 0.793 -0.396
C -2.122 1.775 0.952 -0.417
C -3.367 2.051 1.813 -0.213
N -3.287 1.552 3.186 -0.851
N 1.023 0.160 -1.402 -0.021
F 0.234 1.244 -1.055 -0.227
C 2.266 0.350 -0.729 0.203
C 2.500 1.462 0.055 -0.299
C 3.719 1.655 0.667 0.008
Cl 3.931 3.124 1.609 -0.019
C 4.747 0.752 0.552 -0.266
C 4.528 -0.371 -0.230 0.138
N 5.532 -1.385 -0.401 -0.839
C 3.315 -0.548 -0.858 -0.210
S 2.965 -1.977 -1.870 0.316
H -1.848 -3.722 1.536 0.211
H -3.127 -2.535 1.779 0.210
H -3.543 -4.241 1.346 0.209
H -3.075 -3.947 -0.874 0.207
H -3.553 -2.290 -0.607 0.217
H 0.039 -5.823 -0.796 0.192
H -1.325 -5.399 0.223 0.192
H -2.639 -6.087 -1.348 0.350
H -2.153 -4.996 -2.398 0.355
H 1.492 -4.331 -1.465 0.226
H -1.762 0.584 -1.367 0.225
H -2.956 -0.550 -0.795 0.207
H -0.813 -0.004 1.242 0.206
H -2.536 -0.293 1.360 0.193
H -1.266 2.255 1.452 0.199
H -2.266 2.215 -0.044 0.207
H -4.302 1.708 1.348 0.186
H -3.458 3.150 1.882 0.181
H -3.803 0.697 3.330 0.362
H -2.338 1.486 3.527 0.358
H 1.766 2.248 0.204 0.244
H 5.672 0.975 1.078 0.234
H 6.420 -0.989 -0.684 0.375
H 5.654 -1.908 0.460 0.377
C 1.260 6.731 0.117 -0.634
C 1.078 5.724 -1.004 -0.059
O 2.335 5.313 -1.530 -0.720
H 1.804 7.605 -0.242 0.213
H 0.297 7.055 0.515 0.210
H 1.847 6.298 0.932 0.199
H 0.510 6.163 -1.824 0.177
H 0.537 4.841 -0.645 0.151
H 2.833 4.915 -0.810 0.463
```

The value obtained for the HOMO-LUMO gap is 8.6 eV. Its total charge is 0. The value obtained for the lowest unoccupied orbital energy is 0.59 eV. Its structure (SMILES) is CCc1c(CN)cc2c(c1CCCCN)N(F)c1cc(Cl)cc(N)c1S2.CCO.

---

Here is a cluster of 2 separate species, C4H8O2 in total from OMol25. Energies are from ωB97M-V/def2-TZVPD.

Structure (XYZ):
```
14
Properties=species:S:1:pos:R:3:nbo_charge:R:1
O 0.153 0.420 -2.129 -0.620
C 0.833 0.631 -1.028 0.211
C 0.757 -0.228 0.107 -0.048
C -0.618 0.118 0.860 -0.271
C -0.887 -1.374 0.708 -0.126
O 0.220 -1.511 -0.229 -0.526
H -0.337 -0.414 -1.982 0.495
H 1.488 1.494 -1.077 0.187
H 0.506 2.369 0.744 -0.050
H 1.643 -0.246 0.751 0.201
H 0.138 1.881 1.210 0.030
H -1.292 0.740 0.255 0.170
H -1.822 -1.753 0.281 0.175
H -0.654 -1.943 1.621 0.174
```

The value obtained for the HOMO-LUMO gap (alpha / beta) is 6.6 / 8.9 eV. Its total charge is 0. The value obtained for the lowest unoccupied orbital energy (alpha / beta) is -0.43 / 0.51 eV.

---

Here is a structure of composition C7H6O9V2 from OMol25. Energies are from ωB97M-V/def2-TZVPD.

Structure (XYZ):
```
24
Properties=species:S:1:pos:R:3:mulliken_charge:R:1
O -0.501 -1.964 3.176 -0.544
V -1.160 -2.939 2.080 1.348
O 0.056 -3.888 1.588 -0.525
O -2.618 -0.374 4.258 -0.517
V -3.855 -0.316 3.194 1.715
O -3.963 1.218 2.672 -0.519
C -2.723 -1.707 0.372 0.944
O -2.950 -1.504 1.579 -0.594
O -3.669 -1.989 -0.345 -0.638
O -1.561 -1.954 0.027 -0.718
C 2.174 1.289 -0.172 -0.755
C 1.251 0.360 -0.425 -0.277
C 0.783 0.078 -1.726 0.283
C 1.209 0.872 -2.762 -0.342
C 2.072 1.975 -2.515 -0.794
C 2.531 2.139 -1.205 0.993
O 3.326 3.104 -0.958 -0.516
O -0.129 -0.882 -1.908 -0.520
H 2.407 1.437 0.872 0.254
H 1.006 -0.329 0.369 0.322
H 0.816 0.825 -3.767 0.384
H 2.364 2.697 -3.264 0.405
H 3.622 3.109 -0.045 0.272
H -0.487 -1.255 -1.098 0.337
```

The value obtained for the HOMO-LUMO gap is 2.9 eV. Its total charge is 0. The value obtained for the lowest unoccupied orbital energy is -3.98 eV.

---

Here is a structure of composition C4H9NP from OMol25. Energies are from ωB97M-V/def2-TZVPD.

Structure (XYZ):
```
15
Properties=species:S:1:pos:R:3:nbo_charge:R:1
C -0.201 -1.373 0.004 -0.504
C 1.160 0.678 -0.537 -0.232
C 0.822 -0.365 0.403 -0.077
C -1.339 -0.842 -0.696 -0.456
N 0.238 0.914 0.572 -0.600
P -1.910 0.596 0.034 0.858
H 0.376 -2.077 -0.587 0.265
H -0.521 -1.994 0.971 0.264
H 2.153 1.158 -0.452 0.244
H 0.601 0.887 -1.354 0.212
H 1.675 -0.749 0.988 0.266
H -1.453 -1.059 -1.692 0.248
H 0.490 1.552 1.395 0.433
H -3.006 1.251 -0.359 0.062
H -2.119 0.061 1.257 0.019
```

The value obtained for the HOMO-LUMO gap (alpha / beta) is 7.9 / 7.9 eV. Its total charge is +1. The value obtained for the lowest unoccupied orbital energy (alpha / beta) is -5.45 / -5.45 eV.